Entry 1:
Entry from the Open Molecules 2025 dataset: a cluster of 5 separate species, C5H21N2O5 in total (wB97M-V/def2-TZVPD).

Geometry (Å):
N  -1.401044  -0.420151  -2.091164
C  -1.255689  -0.851613  -0.666441
C  -0.133654  -1.875209  -0.725079
C  -0.446994  -2.954447  -1.743276
O  -1.062343  -2.673901  -2.869925
C  -1.033545  0.376024  0.227785
N  -0.395975  -0.008727  1.489101
C  -0.607149  0.982190  2.540720
H  -1.385136  -1.367707  -2.651495
H  -2.264081  0.099699  -2.232068
H  -0.609483  0.171282  -2.368996
H  -2.183081  -1.353260  -0.398223
H  0.825707  -1.361971  -0.967860
H  0.014848  -2.307387  0.263437
H  -0.019610  -3.942361  -1.556720
H  -0.445828  1.121557  -0.323593
H  -1.992656  0.839897  0.473083
H  0.599714  -0.121227  1.332382
H  -0.222240  1.985012  2.304718
H  -1.674866  1.080642  2.736637
H  -0.102812  0.645342  3.447138
H  -1.548797  -1.708426  2.020479
H  -2.414501  -2.878807  2.575030
O  -2.053146  -2.502918  1.772721
H  1.290034  1.831135  -2.978305
H  1.530255  1.190768  -1.613860
O  0.997653  1.101925  -2.433352
H  3.314390  4.277182  0.855289
H  3.371553  3.454883  2.155053
O  2.982431  3.475333  1.276381
H  2.649874  1.947764  0.370157
H  3.260869  0.648281  -0.157710
O  2.415301  1.099198  -0.062044

Forces on atoms 1 to 2 (eV/Å):
-0.7811 1.9484 0.7134
0.2095 0.2397 -0.3986

Results
HOMO (alpha / beta) in eV: -3.83 / -7.51
Energy relative to the best compared isomer or geometry (same formula, charge and spin) in kcal/mol: 0.0
Spin multiplicity: 2
Energy in eV: -18741.3156
Strongest force on any atom in hartree/bohr: 0.043
HOMO-LUMO gap (alpha / beta) in eV: 3.6 / 7.3

Here are the natural (NBO) charges for atoms 1 to 5, given in e: atom 1 (N): -0.751, atom 2 (C): -0.053, atom 3 (C): -0.511, atom 4 (C): 0.040, atom 5 (O): -0.777

=====

Entry 2:
Entry from the Open Molecules 2025 dataset: a cluster of 2 separate species, C3H2INS3 in total (wB97M-V/def2-TZVPD).

Geometry (Å):
C  1.130362  -0.033133  -1.587771
C  -0.190812  -0.340902  0.033424
C  -0.883287  -1.096978  -0.754987
N  0.929951  0.235344  -0.363188
S  -0.035549  -1.112168  -2.282339
S  -0.599561  2.106840  2.562413
S  -0.562863  0.071640  2.502048
I  -2.656325  -2.210772  -0.481402
H  2.069770  0.232016  -1.999848
H  0.798313  2.148113  2.371651

Forces on atoms 1 to 2 (eV/Å):
0.2217 -1.0476 -1.0183
0.0359 1.7559 5.7611

Results
HOMO (alpha / beta) in eV: -8.83 / -8.83
Energy relative to the best compared isomer or geometry (same formula, charge and spin) in kcal/mol: 41.8
Spin multiplicity: 1
Energy in eV: -45236.8958
Strongest force on any atom in hartree/bohr: 0.117
HOMO-LUMO gap (alpha / beta) in eV: 7.7 / 7.7

Here are the natural (NBO) charges for atoms 1 to 5, given in e: atom 1 (C): -0.124, atom 2 (C): 0.198, atom 3 (C): -0.498, atom 4 (N): -0.463, atom 5 (S): 0.423

=====

Entry 3:
Entry from the Open Molecules 2025 dataset: a cluster of 13 separate species, C44H86N8O18 in total (wB97M-V/def2-TZVPD).

Geometry (Å):
O  -3.307744  3.447671  1.283193
C  -3.755486  4.209296  0.422959
O  -4.493747  5.305627  0.734257
C  -4.925562  5.890939  -0.470553
C  -3.919224  5.488281  -1.560868
C  -3.419743  4.174842  -1.033069
H  -5.134121  6.946233  -0.338825
H  -5.864248  5.339921  -0.683691
H  -3.176793  6.212343  -1.804822
H  -4.447474  5.290569  -2.507871
H  -2.378149  4.072688  -1.240004
H  -3.908877  3.268286  -1.380778
O  4.177388  2.272123  -2.731101
C  4.821548  1.790672  -1.879783
O  6.116662  2.243998  -1.669358
C  6.765346  1.572738  -0.512190
C  5.924943  0.386560  -0.298011
C  4.549220  0.784234  -0.862646
H  6.672129  2.315778  0.319259
H  7.726280  1.279125  -0.805447
H  5.843329  0.102388  0.776767
H  6.405260  -0.436222  -0.794809
H  4.028128  1.306862  -0.057915
H  3.945443  -0.056685  -1.170571
O  6.526516  -2.684731  -0.166430
C  5.491915  -2.905298  -0.810596
O  4.355179  -3.048690  -0.172585
C  3.308903  -3.648945  -1.004735
C  3.886211  -3.559203  -2.397601
C  5.354337  -3.053842  -2.237861
H  2.426801  -3.063735  -0.811095
H  3.117603  -4.650474  -0.675486
H  3.256181  -2.800876  -2.937189
H  3.903320  -4.493604  -2.978471
H  5.729898  -2.183074  -2.774068
H  5.992298  -3.805496  -2.615477
O  -3.369326  -5.489786  -0.885246
C  -2.708242  -4.960865  -0.054496
O  -1.505435  -4.328283  -0.361333
C  -0.892343  -3.889238  0.853796
C  -2.020750  -3.784027  1.864250
C  -2.986085  -4.872064  1.406583
H  -0.475308  -2.929457  0.714887
H  -0.143250  -4.579728  1.183880
H  -2.524514  -2.817321  1.756139
H  -1.694965  -3.849997  2.917786
H  -4.062409  -4.525545  1.531728
H  -2.893713  -5.834830  1.867519
O  3.026887  0.992506  2.344423
C  1.885657  1.097587  1.944429
O  1.316991  2.277494  1.722507
C  -0.079240  2.058809  1.332498
C  -0.265279  0.546588  0.966699
C  0.971730  -0.088882  1.612295
H  -0.202383  2.590125  0.409518
H  -0.802541  2.471406  2.062299
H  -0.207092  0.426028  -0.113996
H  -1.233112  0.033457  1.333161
H  1.468683  -0.911331  1.084927
H  0.649145  -0.561412  2.567512
C  3.019352  -2.992964  2.435556
O  1.941360  -3.506535  2.110656
N  4.110123  -3.737682  2.732459
C  4.104285  -5.143168  2.395997
C  5.316709  -3.099779  2.917015
H  3.143551  -1.931870  2.606484
H  4.940059  -5.652837  2.916369
H  4.256362  -5.305983  1.337380
H  3.152496  -5.634737  2.679005
H  5.979624  -3.316018  2.041190
H  5.077661  -2.077474  2.778078
H  5.897609  -3.256356  3.846654
C  -5.702808  1.700493  0.187498
O  -5.905174  2.849465  -0.186153
N  -6.309255  0.741236  -0.444642
C  -6.220939  -0.647704  -0.034333
C  -7.287325  1.114472  -1.478581
H  -5.048656  1.424895  1.014194
H  -5.980520  -1.314575  -0.904775
H  -7.137845  -1.007052  0.487907
H  -5.493385  -0.627219  0.734167
H  -8.163247  1.594747  -0.940709
H  -6.880658  1.988196  -2.029239
H  -7.520980  0.231539  -2.105565
C  -3.081473  -0.247192  2.985943
O  -3.545759  -0.595335  1.881958
N  -3.641793  0.571241  3.882525
C  -3.009975  0.879491  5.134152
C  -4.873236  1.246482  3.584459
H  -2.083871  -0.533115  3.272327
H  -2.595873  1.843382  5.077558
H  -2.208590  0.171354  5.383008
H  -3.770855  0.886772  5.894651
H  -5.404392  1.508379  4.506211
H  -4.682214  2.196885  3.050698
H  -5.479919  0.517594  2.936159
C  -1.998658  -3.624299  -3.604886
O  -1.944270  -2.446960  -3.861723
N  -1.004196  -4.316840  -3.150040
C  -0.874514  -5.808608  -3.149013
C  0.203392  -3.593639  -2.923122
H  -2.939139  -4.193054  -3.755031
H  -1.464347  -6.260412  -3.905424
H  -0.923785  -6.286627  -2.189606
H  0.162765  -5.960996  -3.442702
H  0.745756  -4.096122  -2.135932
H  0.727947  -3.684340  -3.927296
H  -0.058773  -2.576703  -2.630271
C  1.431529  -0.876757  5.435767
O  0.259957  -0.830550  5.096684
N  2.275711  0.210910  5.460796
C  3.686843  0.052512  5.731541
C  1.856377  1.590056  5.237253
H  1.867021  -1.770921  5.916315
H  3.958223  -0.952873  5.524304
H  3.850474  0.267504  6.795624
H  4.363394  0.688803  5.139698
H  2.516344  2.039981  4.512409
H  0.877887  1.659575  4.894344
H  2.055751  2.112808  6.212968
C  -1.232202  2.695037  -3.011910
O  -0.592478  2.450451  -1.979265
N  -2.385929  2.035113  -3.289800
C  -3.046930  2.251192  -4.589732
C  -2.855773  0.947173  -2.398723
H  -1.001606  3.493407  -3.721754
H  -4.019298  2.659159  -4.383983
H  -3.045838  1.306519  -5.098419
H  -2.643567  2.986127  -5.290781
H  -3.955679  0.888883  -2.500646
H  -2.466175  -0.038350  -2.629499
H  -2.633159  1.164912  -1.355288
C  1.097789  -0.368495  -2.484399
O  1.900842  -0.834760  -1.632571
N  1.329807  -0.235318  -3.799633
C  0.266376  0.190136  -4.671444
C  2.695116  -0.304521  -4.328226
H  0.093836  -0.037511  -2.181590
H  -0.626248  0.068739  -4.041675
H  0.124291  -0.539793  -5.445689
H  0.544882  1.229103  -4.945120
H  2.909113  -1.238088  -4.836055
H  2.881482  0.531756  -4.975844
H  3.397638  -0.331155  -3.472567
C  0.958890  5.358992  -1.874757
O  -0.064109  5.435649  -2.545346
N  0.981568  5.411506  -0.545385
C  2.270900  5.239123  0.131083
C  -0.257129  5.552790  0.190802
H  1.878292  5.121524  -2.338692
H  3.081062  5.112831  -0.681181
H  2.233075  4.329383  0.744899
H  2.538578  6.151381  0.669448
H  -0.066546  6.135407  1.135485
H  -1.022039  5.993426  -0.499795
H  -0.657711  4.625229  0.494872

Forces on atoms 1 to 2 (eV/Å):
-1.0327 1.2141 -1.2150
1.7243 -0.6939 2.2645

Results
HOMO in eV: -8.84
Energy relative to the best compared isomer or geometry (same formula, charge and spin) in kcal/mol: 0.0
Spin multiplicity: 1
Energy in eV: -95798.6141
Strongest force on any atom in hartree/bohr: 0.085
HOMO-LUMO gap in eV: 9.4

Here are the Mulliken charges for atoms 1 to 5, given in e: atom 1 (O): -0.515, atom 2 (C): -0.015, atom 3 (O): -0.435, atom 4 (C): -0.421, atom 5 (C): -0.929

=====

Which formula does entry 2 have?
C3H2INS3